DFT (the ωB97M-V functional and the def2-TZVPD basis) results for a cluster of 2 separate species, C4H9NO in total in a non-equilibrium geometry.

Structure (XYZ):
```
15
Properties=species:S:1:pos:R:3
C 0.414 1.667 -0.305
C -0.389 0.448 0.007
C -1.534 0.076 -0.582
O -0.311 0.250 1.633
H -1.099 -0.253 1.898
H 0.330 1.893 -1.369
H 0.042 2.517 0.269
H 1.467 1.532 -0.058
H -1.821 0.547 -1.512
H -2.077 -0.807 -0.274
C 1.020 -1.157 0.047
N 0.561 -2.339 0.092
H 1.035 -2.999 -0.531
H 0.505 -0.513 1.296
H 1.858 -0.862 -0.610
```

The calculation puts the energy at -287.60575 Eh. The HOMO-LUMO gap comes out at 0.3012 hartree. The relative energy (zero: lowest compared OMol25 entry of this formula, charge and spin) is 142.3 kcal/mol. As for the HOMO energy: -7.6 eV. As for the spin multiplicity: 1.